(1)
{
  "formula": "C37H49N2O8Re",
  "method": "ωB97M-V/def2-TZVPD",
  "charge": 1,
  "gap_ev": [5.8, 5.6],
  "multiplicity": 4,
  "homo_energy_ev": [-10.79, -11.06],
  "lumo_energy_ha": [-0.182, -0.202],
  "elements": ["Re", "O", "C", "C", "C", "N", "C", "C", "C", "O", "O", "C", "O", "O", "H", "H", "H", "C", "C", "C", "C", "C", "C", "C", "N", "C", "C", "C", "C", "C", "C", "O", "C", "C", "C", "C", "C", "C", "C", "C", "C", "O", "C", "C", "C", "C", "C", "C", "H", "H", "H", "H", "H", "H", "H", "H", "H", "H", "H", "H", "H", "H", "H", "H", "H", "H", "H", "H", "H", "H", "H", "H", "H", "H", "H", "H", "H", "H", "H", "H", "H", "H", "H", "H", "H", "H", "H", "H", "C", "C", "O", "H", "H", "H", "H", "H", "H"],
  "xyz": [[0.626502, -1.843231, 0.876236], [1.766746, -7.741271, 1.905377], [1.556941, -6.451908, 1.637654], [2.120187, -5.808906, 0.526133], [1.838351, -4.474271, 0.353819], [1.059269, -3.835038, 1.220702], [0.495719, -4.425429, 2.275364], [0.724601, -5.754150, 2.528689], [-0.381158, -3.466408, 3.062011], [-1.023446, -3.797573, 4.011857], [-0.344507, -2.230045, 2.554088], [2.295521, -3.566933, -0.772599], [2.912258, -3.962633, -1.719768], [1.866141, -2.320314, -0.608970], [2.345140, -8.152163, 1.250055], [2.753691, -6.323877, -0.184075], [0.276944, -6.245971, 3.380067], [0.280827, 5.246925, 1.117388], [1.591794, 4.741006, 1.718667], [1.681435, 5.226399, 3.171716], [2.759288, 5.326502, 0.909929], [1.690282, 3.220964, 1.670031], [0.740459, 2.434367, 1.074969], [0.921257, 1.035496, 1.054479], [0.093840, 0.082975, 0.504018], [-0.992220, 0.216824, -0.302944], [-1.386940, 1.362031, -1.015831], [-2.538644, 1.325218, -1.754976], [-3.340924, 0.134807, -1.738770], [-3.019861, -1.030238, -1.109151], [-1.743143, -1.032617, -0.452908], [-1.216990, -2.101438, -0.004429], [-3.966196, -2.234758, -1.190362], [-3.907817, -2.808512, -2.612336], [-3.652090, -3.366847, -0.203932], [-5.394960, -1.754035, -0.887100], [-3.024736, 2.499032, -2.587139], [-3.167022, 2.050753, -4.050095], [-2.060778, 3.682799, -2.526582], [-4.391239, 2.949676, -2.044927], [2.037642, 0.445866, 1.703391], [2.091086, -0.876711, 1.724273], [3.040024, 1.242012, 2.303586], [2.824501, 2.599267, 2.253447], [4.258850, 0.614509, 2.971518], [5.200410, 1.682509, 3.531890], [5.048311, -0.212923, 1.946118], [3.808781, -0.274754, 4.140816], [0.237390, 6.333100, 1.196899], [-0.589993, 4.842423, 1.637569], [0.203256, 4.998096, 0.055999], [1.543454, 6.307863, 3.205793], [2.652611, 5.010678, 3.617379], [0.912122, 4.767695, 3.794614], [2.728833, 6.416460, 0.944558], [2.707500, 5.015159, -0.134724], [3.723044, 5.008658, 1.309411], [-0.162217, 2.870822, 0.687480], [-0.751436, 2.229031, -1.032472], [-4.265435, 0.169734, -2.297775], [-2.909853, -3.186930, -2.839308], [-4.177176, -2.063706, -3.363817], [-4.608719, -3.640132, -2.699653], [-2.720413, -3.872804, -0.444615], [-4.459148, -4.097537, -0.267374], [-3.603149, -3.013257, 0.826884], [-5.757419, -1.021897, -1.608455], [-5.458846, -1.313043, 0.108688], [-6.074987, -2.605116, -0.925257], [-2.216395, 1.688144, -4.445340], [-3.485835, 2.896905, -4.659388], [-3.910094, 1.262158, -4.171642], [-1.065971, 3.420808, -2.892186], [-1.968648, 4.077541, -1.512124], [-2.439209, 4.489159, -3.154527], [-5.138113, 2.157250, -2.093492], [-4.758643, 3.785258, -2.641895], [-4.312553, 3.280799, -1.008529], [3.559180, 3.247237, 2.706989], [5.575700, 2.349626, 2.753767], [6.061939, 1.188371, 3.981331], [4.727205, 2.283651, 4.310234], [5.397241, 0.417208, 1.126038], [4.456555, -1.024717, 1.528348], [5.925795, -0.644682, 2.429894], [3.258879, 0.308138, 4.881684], [4.685591, -0.698663, 4.632783], [3.175622, -1.095808, 3.810332], [-0.117949, -1.691413, -5.225919], [-0.568648, -1.314065, -3.830939], [-0.105730, -2.228735, -2.838569], [-0.516771, -0.994463, -5.964082], [-0.458170, -2.694974, -5.480256], [0.970997, -1.666711, -5.306125], [-1.656412, -1.328385, -3.765264], [-0.240412, -0.295437, -3.581604], [0.841324, -2.356457, -2.972699]],
  "forces_ev_per_angstrom": [[-0.2, 0.2, 0.2], [0.0, 0.0, 0.0], [0.0, -0.1, 0.0], [0.0, 0.2, 0.0], [0.1, -0.2, 0.1], [-0.1, 0.3, 0.0], [0.0, -0.2, 0.1], [0.0, 0.2, -0.1], [0.0, 0.1, 0.0], [0.1, -0.1, 0.0], [-0.1, -0.1, 0.2], [-0.3, 0.0, -0.2], [0.1, 0.0, 0.1], [0.1, -0.1, -0.2], [0.0, 0.0, 0.0], [0.0, 0.0, 0.0], [0.0, 0.0, 0.0], [0.0, 0.0, 0.0], [0.0, 0.0, 0.0], [0.0, 0.0, 0.0], [0.0, 0.0, 0.0], [-0.1, 0.0, 0.0], [0.0, 0.0, 0.1], [0.0, 0.1, 0.0], [0.1, -0.3, 0.0], [0.0, 0.3, -0.1], [0.1, -0.1, 0.1], [0.0, 0.0, 0.0], [0.0, -0.1, 0.1], [-0.1, 0.1, 0.0], [0.0, -0.1, -0.2], [0.2, -0.1, 0.0], [0.0, 0.0, 0.0], [0.0, 0.0, 0.0], [0.0, 0.0, 0.0], [0.0, 0.0, 0.0], [0.0, 0.0, 0.1], [0.0, 0.0, 0.0], [0.0, 0.0, 0.0], [0.0, 0.0, 0.0], [0.0, 0.0, 0.1], [0.2, 0.0, 0.0], [-0.1, 0.1, 0.0], [0.0, -0.1, 0.0], [0.0, 0.0, 0.0], [0.0, 0.0, 0.0], [0.0, 0.0, 0.0], [0.0, 0.0, 0.0], [0.0, 0.0, 0.0], [0.0, 0.0, 0.0], [0.0, 0.0, 0.0], [0.0, 0.0, 0.0], [0.0, 0.0, 0.0], [0.0, 0.0, 0.0], [0.0, 0.0, 0.0], [0.0, 0.0, 0.0], [0.0, 0.0, 0.0], [0.0, 0.0, -0.1], [0.0, 0.0, 0.0], [0.0, 0.0, 0.0], [0.0, 0.0, 0.0], [0.0, 0.0, 0.0], [0.0, 0.0, 0.0], [0.0, 0.0, 0.0], [0.0, 0.0, 0.0], [0.0, 0.0, 0.0], [0.0, 0.0, 0.0], [0.0, 0.0, 0.0], [0.0, 0.0, 0.0], [0.0, 0.0, 0.0], [0.0, 0.0, 0.0], [0.0, 0.0, 0.0], [0.0, 0.0, 0.0], [0.0, 0.0, 0.0], [0.0, 0.0, 0.0], [0.0, 0.0, 0.0], [0.0, 0.0, 0.0], [0.0, 0.0, 0.0], [0.0, 0.0, 0.0], [0.0, 0.0, 0.0], [0.0, 0.0, 0.0], [0.0, 0.0, 0.0], [0.0, 0.0, 0.0], [0.0, 0.0, 0.0], [0.0, 0.0, 0.0], [0.0, 0.0, 0.0], [0.0, 0.0, 0.0], [0.0, 0.0, 0.0], [0.0, 0.0, 0.0], [0.1, 0.0, 0.0], [-0.1, 0.1, 0.0], [0.0, 0.0, 0.0], [0.0, 0.0, 0.0], [0.0, 0.0, 0.0], [0.0, 0.0, 0.0], [0.0, 0.0, 0.0], [0.0, 0.0, 0.1]]
}


(2)
{
  "formula": "C37H50ClN5ORuS5Sb2",
  "method": "ωB97M-V/def2-TZVPD",
  "charge": 1,
  "gap_ev": [5.5, 7.0],
  "multiplicity": 2,
  "homo_energy_ev": [-8.99, -10.12],
  "de_lowest_kj_mol": 125.99,
  "lumo_energy_ha": [-0.129, -0.114],
  "elements": ["Ru", "S", "C", "S", "S", "C", "C", "N", "C", "C", "S", "C", "C", "S", "C", "N", "C", "H", "H", "H", "H", "H", "H", "H", "H", "C", "Sb", "C", "C", "C", "C", "C", "C", "C", "C", "C", "Sb", "C", "C", "H", "H", "H", "H", "H", "H", "H", "H", "H", "H", "H", "H", "H", "H", "H", "H", "H", "H", "H", "H", "C", "C", "C", "C", "C", "O", "C", "C", "C", "C", "C", "C", "Cl", "C", "C", "C", "N", "C", "N", "C", "N", "H", "H", "H", "H", "H", "H", "H", "H", "H", "H", "H", "H", "H", "H", "H", "H", "H", "H", "H", "H", "H", "H"],
  "xyz": [[0.102477, -0.005146, 0.207582], [0.889411, 1.290741, 4.588533], [0.697919, 0.806101, 3.048851], [-0.218595, -0.540662, 2.489968], [1.366389, 1.502779, 1.634901], [3.414275, -0.976747, 1.962035], [3.431304, -0.575750, 0.525689], [2.383258, -0.495960, -0.264749], [2.743078, -0.109709, -1.532548], [4.067400, 0.108296, -1.718846], [4.897355, -0.187537, -0.261155], [1.666510, -0.003836, -2.501984], [1.781059, 0.178006, -3.839383], [0.236195, 0.180808, -4.549333], [-0.490931, -0.052317, -3.031548], [0.365428, -0.135103, -2.035908], [-1.962681, -0.149149, -2.909979], [2.404893, -1.253703, 2.257035], [3.736749, -0.148645, 2.593161], [4.087619, -1.817566, 2.130525], [4.578661, 0.429015, -2.610267], [2.676951, 0.284223, -4.426404], [-2.441326, -0.166441, -3.887870], [-2.330582, 0.711769, -2.358190], [-2.237926, -1.063254, -2.376701], [-3.491336, 0.673520, 2.278768], [-2.723039, -0.161899, 0.473006], [-4.295967, 0.632550, -0.743484], [-3.575155, -2.113247, 0.774080], [-3.555067, -2.965410, -0.459986], [-4.581441, -2.821071, -1.395096], [-4.615373, -3.568806, -2.559788], [-3.613813, -4.497375, -2.805593], [-2.599609, -4.665952, -1.878241], [-2.547997, -3.914089, -0.703714], [-1.418146, -4.146371, 0.257428], [0.167210, -2.730772, -0.045074], [1.673061, -3.764955, 1.032889], [0.713847, -3.375551, -1.995466], [-4.441454, 0.182629, 2.489165], [-3.673916, 1.739880, 2.149990], [-2.801262, 0.516147, 3.103796], [-5.218820, 0.553139, -0.168626], [-4.401370, 0.078286, -1.671191], [-4.102423, 1.681489, -0.966681], [-4.598211, -1.891554, 1.080538], [-3.062901, -2.561552, 1.623947], [-5.380453, -2.118303, -1.189474], [-5.428666, -3.441227, -3.261542], [-3.633809, -5.101864, -3.702302], [-1.833163, -5.411392, -2.056362], [-0.937470, -5.107455, 0.070817], [-1.723491, -4.118431, 1.302032], [1.620532, -4.816535, 0.753499], [1.512507, -3.659427, 2.103977], [2.651650, -3.370795, 0.770912], [0.914885, -4.445773, -1.957900], [1.608864, -2.851130, -2.326913], [-0.098236, -3.185954, -2.695940], [-3.361771, 4.782055, -0.450012], [-3.326170, 5.567904, 0.882597], [-4.364964, 6.697590, 0.775256], [-3.786142, 4.635403, 2.003629], [-1.898031, 6.170784, 1.133561], [-1.456893, 6.810879, -0.069300], [-1.799957, 7.226240, 2.288215], [-1.214365, 6.844869, 3.666711], [-2.051140, 5.926677, 4.521053], [-3.281786, 6.351456, 5.017245], [-4.083918, 5.506106, 5.765207], [-3.647681, 4.214826, 6.025351], [-4.660044, 3.138050, 6.939844], [-2.413685, 3.777689, 5.579429], [-1.620467, 4.643474, 4.837356], [-0.803580, 5.144526, 1.422515], [-0.585244, 4.070645, 0.460413], [-1.014304, 2.824910, 0.544114], [-0.529301, 2.098715, -0.459669], [0.236020, 3.009885, -1.130600], [0.227163, 4.209660, -0.614914], [-4.354120, 4.862737, -0.895325], [-3.174601, 3.718552, -0.295540], [-2.639080, 5.155201, -1.173353], [-5.319919, 6.271182, 0.467171], [-4.101123, 7.449026, 0.026837], [-4.537043, 7.204145, 1.723499], [-4.739434, 4.182661, 1.719957], [-3.940650, 5.155168, 2.945891], [-3.078557, 3.827713, 2.192833], [-2.042800, 7.552753, -0.256316], [-2.768033, 7.700001, 2.440766], [-1.140909, 7.998254, 1.886875], [-1.072287, 7.785173, 4.204712], [-0.216119, 6.420494, 3.555460], [-3.625508, 7.359249, 4.812626], [-5.040668, 5.837675, 6.143781], [-2.070958, 2.777998, 5.811114], [-0.646546, 4.296125, 4.506932], [-0.975849, 4.654467, 2.375954], [0.139182, 5.687832, 1.469864], [-1.622690, 2.465233, 1.357982], [0.789018, 2.772257, -2.025507]],
  "forces_ev_per_angstrom": [[1.1, 0.7, -0.9], [0.1, 0.1, 0.0], [-0.1, 0.0, 0.5], [-0.1, -0.2, 0.1], [-0.5, -0.3, -0.5], [0.0, 0.0, 0.0], [-0.2, -0.2, 0.0], [0.4, 0.0, 0.5], [-0.1, 0.0, -0.1], [0.0, 0.0, 0.0], [0.1, 0.0, 0.0], [0.0, 0.0, 0.1], [0.0, 0.0, 0.0], [0.0, 0.0, -0.1], [0.1, -0.1, 0.2], [0.0, 0.4, 0.0], [-0.1, 0.0, 0.0], [0.0, 0.0, 0.0], [0.0, 0.0, 0.0], [0.0, 0.0, 0.0], [0.0, 0.0, 0.0], [0.0, 0.0, 0.0], [0.0, 0.0, 0.0], [0.0, 0.0, 0.0], [0.0, 0.0, 0.0], [0.0, 0.0, 0.0], [-0.3, 0.2, 0.2], [-0.1, 0.0, 0.1], [0.0, -0.1, -0.1], [0.0, 0.0, 0.1], [0.0, 0.0, 0.0], [0.0, 0.0, 0.0], [0.0, 0.0, 0.0], [0.0, 0.0, 0.0], [0.0, 0.0, 0.1], [-0.1, 0.0, -0.1], [0.1, -0.3, 0.0], [0.0, -0.1, 0.0], [0.0, -0.1, 0.0], [0.0, 0.0, 0.0], [0.0, 0.0, 0.0], [0.0, 0.0, 0.0], [0.0, 0.1, 0.0], [0.0, 0.0, 0.0], [0.0, 0.0, 0.0], [0.0, -0.1, 0.0], [0.0, 0.0, 0.0], [0.0, 0.0, 0.0], [0.0, 0.0, 0.0], [0.0, 0.0, 0.0], [0.0, 0.0, 0.0], [-0.1, 0.0, 0.0], [0.0, 0.0, 0.0], [0.0, 0.0, 0.0], [0.0, 0.0, 0.0], [0.0, 0.0, 0.0], [0.0, 0.0, -0.1], [0.0, 0.0, 0.0], [0.0, 0.0, 0.0], [0.0, 0.0, 0.0], [0.0, 0.0, 0.0], [0.0, 0.0, 0.0], [-0.1, 0.0, 0.0], [0.0, 0.0, 0.0], [0.0, 0.0, 0.1], [0.0, -0.1, 0.0], [0.0, 0.0, 0.0], [0.0, 0.0, 0.0], [0.0, 0.0, 0.0], [0.0, 0.0, 0.0], [-0.1, 0.0, 0.0], [0.0, 0.0, 0.0], [0.0, 0.0, 0.0], [0.0, -0.1, 0.0], [0.2, -0.1, -0.1], [-0.1, 0.2, -0.1], [0.0, 0.0, 0.0], [-0.2, 0.2, 0.4], [0.1, -0.1, -0.3], [-0.2, -0.1, 0.1], [0.0, 0.0, 0.0], [0.0, 0.0, 0.0], [0.0, 0.0, 0.0], [0.0, 0.0, 0.0], [0.0, 0.0, 0.0], [0.0, 0.0, 0.0], [0.0, 0.0, 0.0], [0.0, 0.0, 0.0], [0.0, 0.0, 0.0], [0.0, 0.0, 0.0], [0.0, 0.0, 0.0], [0.0, 0.0, 0.0], [0.0, 0.0, 0.0], [0.0, 0.0, 0.0], [0.0, 0.0, 0.0], [0.0, 0.0, 0.0], [0.0, 0.0, 0.0], [0.0, 0.0, 0.0], [0.0, 0.0, 0.0], [0.0, -0.1, 0.0], [0.0, 0.0, 0.0], [0.1, 0.0, 0.0]]
}


Listing E for the structures above in their given order: -2228.91754 -4815.24462 Eh.